# 1
DFT (ωB97M-V with the def2-TZVPD basis set) results for a 2-piece molecular cluster, CH6N2P overall.

Calculated values
- 2S+1: 3
- Energy above the lowest of the compared OMol25 structures with the same formula, charge and spin: 0.429 eV
- Calculated total energy: -13390.8814 eV
- LUMO level (spin up / spin down): -4.832 / -8.142 eV
- Frontier orbital gap (spin up / spin down): 7.448 / 6.378 eV
- M: 77.0 g mol⁻¹
- E_HOMO (spin up / spin down): -12.28 / -14.52 eV
- Net charge: +1

Last column: Mulliken spin population.
Geometry (Å):
P -1.322 -0.718 -1.417  0.95
N 0.964 -1.317 0.506  0.02
N -0.238 1.480 0.219  0.02
C -0.719 0.509 -0.500  0.89
H 0.177 2.316 -0.284  0.04
H 0.744 -1.030 1.435  0.00
H -0.364 1.545 1.300  0.05
H -2.253 0.485 -1.867  0.03
H 1.154 -2.371 0.340  0.00
H 1.857 -0.899 0.267  0.00


# 2
DFT (ωB97M-V with the def2-TZVPD basis set) results for a 2-piece molecular cluster, CH6N2P2 overall.

Calculated values
- Energy above the lowest of the compared OMol25 structures with the same formula, charge and spin: 2.174 eV
- Calculated total energy: -22688.7873 eV
- LUMO level (spin up / spin down): 0.188 / 0.187 eV
- Frontier orbital gap (spin up / spin down): 7.449 / 7.448 eV
- M: 108.0 g mol⁻¹
- E_HOMO (spin up / spin down): -7.26 / -7.26 eV
- Net charge: 0

Last column: Löwdin charge in e.
Geometry (Å):
P -1.305 -2.029 0.141  0.72
P 1.758 2.123 0.677  0.72
N -0.923 -1.917 -1.502  -0.37
N 0.749 0.778 0.354  -0.42
C -0.213 0.342 0.977  -0.27
H -1.611 -1.431 -2.063  0.01
H 0.860 2.973 1.352  -0.13
H 1.494 2.719 -0.554  -0.13
H -0.093 -2.658 0.470  -0.15
H -0.722 0.681 1.865  0.01
H 0.006 -1.581 -1.717  0.01


# 3
DFT (ωB97M-V with the def2-TZVPD basis set) results for an isolated ion of composition CH6N3 and charge +1.

Calculated values
- Energy above the lowest of the compared OMol25 structures with the same formula, charge and spin: 4.425 eV
- Calculated total energy: -5594.5194 eV
- LUMO level: -4.820 eV
- Frontier orbital gap: 11.758 eV
- M: 60.1 g mol⁻¹
- E_HOMO: -16.58 eV
- SMILES: [H]/N=[N+](/C)N
- Net charge: +1

Last column: Löwdin charge in e.
Geometry (Å):
N 0.113 0.468 0.318  -0.26
N 1.128 0.559 -0.516  0.18
N -0.194 1.173 1.227  0.21
C -1.002 -0.811 0.090  0.17
H 0.422 2.003 1.405  0.15
H -1.011 -0.865 -0.956  0.06
H 1.955 1.114 -0.400  0.14
H 1.356 -0.356 -0.915  0.15
H -0.426 -1.648 0.342  0.06
H -1.910 -0.604 0.754  0.14


# 4
DFT (ωB97M-V with the def2-TZVPD basis set) results for an isolated ion of composition CH6N3 and charge +2.

Calculated values
- 2S+1: 2
- Calculated total energy: -5582.2811 eV
- LUMO level (spin up / spin down): -10.993 / -16.115 eV
- Frontier orbital gap (spin up / spin down): 12.211 / 6.244 eV
- M: 60.1 g mol⁻¹
- E_HOMO (spin up / spin down): -23.20 / -22.36 eV
- Net charge: +2

Last column: Mulliken spin population.
Geometry (Å):
N -0.574 0.514 -1.137  0.60
N 0.950 -0.941 -0.136  -0.01
N -0.288 0.425 1.286  0.59
C -0.031 0.031 0.009  -0.11
H 0.666 -1.537 -0.907  0.00
H -0.338 -0.343 1.992  -0.02
H 1.258 -1.542 0.649  0.00
H -0.975 1.458 -1.105  -0.02
H -0.296 1.418 1.516  -0.02
H -0.525 -0.018 -2.015  -0.02


# 5
DFT (ωB97M-V with the def2-TZVPD basis set) results for an isolated ion of composition CH6N3O and charge +1.

Calculated values
- Energy above the lowest of the compared OMol25 structures with the same formula, charge and spin: 0.623 eV
- Calculated total energy: -7643.9630 eV
- LUMO level: -3.570 eV
- Frontier orbital gap: 12.058 eV
- M: 76.1 g mol⁻¹
- E_HOMO: -15.63 eV
- SMILES: NOC(N)=[NH2+]
- Net charge: +1

Last column: Löwdin charge in e.
Geometry (Å):
O 0.765 -0.707 0.523  0.03
N -1.305 -0.955 -0.118  0.24
N 1.786 0.135 -0.150  0.15
N -0.606 1.154 0.354  0.25
C -0.366 -0.134 0.237  -0.53
H 1.792 -0.137 -1.072  0.08
H -2.325 -0.521 -0.296  0.23
H -1.471 1.447 -0.107  0.15
H 2.649 -0.156 0.316  0.13
H -1.065 -1.934 -0.050  0.15
H 0.145 1.808 0.363  0.13


# 6
DFT (ωB97M-V with the def2-TZVPD basis set) results for a 2-piece molecular cluster, CH6N3OS overall.

Calculated values
- Energy above the lowest of the compared OMol25 structures with the same formula, charge and spin: 4.056 eV
- Calculated total energy: -18476.2838 eV
- LUMO level: -5.305 eV
- Frontier orbital gap: 8.063 eV
- M: 108.1 g mol⁻¹
- E_HOMO: -13.37 eV
- Net charge: +1

Last column: Löwdin charge in e.
Geometry (Å):
S 3.511 0.346 0.740  0.96
O -1.975 0.978 -0.369  -0.07
N -1.110 0.711 0.773  0.01
N 0.528 -1.453 -0.808  0.07
N 1.040 -0.230 -0.451  -0.09
C 2.192 -0.064 0.040  -0.62
H -1.027 1.519 1.404  0.14
H 1.266 -2.116 -1.142  0.15
H -2.753 1.519 -0.315  0.09
H -0.415 -1.417 -1.140  0.10
H -1.436 -0.158 1.250  0.14
H 0.177 0.366 0.016  0.12


# 7
DFT (ωB97M-V with the def2-TZVPD basis set) results for an isolated molecule of CH6N4.

Calculated values
- Energy above the lowest of the compared OMol25 structures with the same formula, charge and spin: 0.000 eV
- Calculated total energy: -7094.0580 eV
- LUMO level: 0.944 eV
- Frontier orbital gap: 9.727 eV
- M: 74.1 g mol⁻¹
- E_HOMO: -8.78 eV
- SMILES: [H]/N=C(/N)NN
- Net charge: 0

Last column: Löwdin charge in e.
Geometry (Å):
N 0.564 -0.621 0.010  -0.09
N 1.838 -0.122 0.005  0.00
N -1.756 -0.489 0.008  0.12
N -0.562 1.468 -0.001  0.09
C -0.567 0.182 -0.015  -0.58
H -1.778 -1.495 0.023  0.09
H 0.387 1.809 -0.017  0.00
H -2.601 0.034 0.047  0.09
H 1.981 0.467 -0.799  0.08
H 2.031 0.400 0.861  0.09
H 0.461 -1.634 -0.123  0.14


# 8
DFT (ωB97M-V with the def2-TZVPD basis set) results for CH6N4O as an isolated structure.

Calculated values
- Energy above the lowest of the compared OMol25 structures with the same formula, charge and spin: 5.018 eV
- Calculated total energy: -9137.9158 eV
- LUMO level: 0.744 eV
- Frontier orbital gap: 9.555 eV
- M: 90.1 g mol⁻¹
- E_HOMO: -8.81 eV
- Net charge: 0

Last column: Löwdin charge in e.
Geometry (Å):
O -1.560 -0.032 0.771  -0.01
N -0.538 -0.129 -0.251  -0.26
N 0.706 1.541 -0.696  0.05
N 1.665 0.104 0.999  0.11
N -0.410 -1.446 -0.653  0.09
C 0.810 0.539 0.171  -0.56
H -0.121 -2.015 0.142  0.09
H -1.694 0.924 0.880  0.10
H -0.420 0.893 -1.045  0.18
H 1.383 -0.773 1.431  0.03
H -1.310 -1.781 -0.979  0.10
H 1.490 2.176 -0.770  0.07